{
  "formula": "C12H32BF3N2O4V",
  "method": "the ωB97M-V functional and the def2-TZVPD basis",
  "elements": ["V", "C", "O", "O", "C", "F", "F", "F", "C", "C", "H", "H", "H", "H", "H", "H", "B", "H", "H", "H", "H", "C", "C", "C", "O", "C", "N", "H", "H", "H", "H", "H", "H", "H", "H", "H", "H", "H", "C", "C", "C", "O", "C", "N", "H", "H", "H", "H", "H", "H", "H", "H", "H", "H", "H"],
  "coordinates": [[-0.344, 0.637, 0.903], [-2.643, -0.685, -1.033], [-1.707, -1.365, -1.930], [-2.039, 0.190, -0.295], [-3.857, -0.143, -1.812], [-4.243, 1.057, -1.384], [-3.564, 0.045, -3.122], [-4.906, -0.971, -1.728], [-2.056, -2.679, -2.258], [-0.967, -3.328, -3.093], [-0.923, -2.847, -4.072], [-0.005, -3.266, -2.584], [-1.228, -4.370, -3.279], [-2.990, -2.678, -2.841], [-2.298, -3.317, -1.394], [-3.007, -1.518, -0.388], [-1.255, 2.178, 2.435], [-1.237, 1.023, 2.714], [-0.302, 2.523, 1.819], [-2.190, 2.404, 1.699], [-1.387, 2.833, 3.433], [1.602, -0.364, -2.957], [1.395, 0.330, -1.633], [0.525, 1.567, -1.770], [0.133, 2.155, -0.549], [-0.491, 3.425, -0.749], [0.813, -0.657, -0.646], [2.315, -1.181, -2.874], [1.977, 0.347, -3.704], [0.654, -0.711, -3.371], [2.330, 0.561, -1.111], [-0.357, 1.360, -2.387], [1.176, 2.243, -2.343], [-1.521, 3.262, -1.067], [0.120, 4.099, -1.348], [-0.556, 3.887, 0.236], [1.373, -1.499, -0.583], [-0.085, -0.948, -1.059], [1.806, -1.962, 3.851], [1.269, -0.669, 3.229], [2.378, -0.018, 2.434], [1.829, 1.107, 1.786], [2.748, 2.156, 1.613], [0.053, -1.023, 2.394], [1.066, -2.483, 4.464], [2.630, -1.729, 4.533], [2.186, -2.675, 3.117], [0.977, -0.008, 4.042], [2.835, -0.716, 1.719], [3.163, 0.251, 3.150], [3.701, 1.809, 1.190], [3.010, 2.602, 2.579], [2.345, 2.921, 0.955], [-0.483, -1.298, 3.215], [0.231, -1.864, 1.851]],
  "fmax_ha_per_bohr": 0.0474,
  "total_charge": 0,
  "de_lowest_ev": 0.3923,
  "e_homo_ev": [-6.73, -8.59],
  "multiplicity": 4
}

=====

{
  "formula": "C5H5BaO",
  "method": "the ωB97M-V functional and the def2-TZVPD basis",
  "elements": ["C", "C", "H", "H", "H", "H", "C", "C", "H", "C", "O", "Ba"],
  "coordinates": [[-1.132, -0.837, 0.091], [-1.002, 0.140, -0.980], [-1.276, -1.879, 0.374], [-1.714, -0.457, 0.935], [-1.509, 1.080, -0.750], [-0.952, 0.360, -2.046], [0.421, -0.953, -0.823], [1.621, -0.437, -0.235], [0.528, -1.847, -1.446], [2.176, 0.369, 0.523], [2.154, 1.303, 1.383], [0.685, 3.158, 2.974]],
  "fmax_ha_per_bohr": 0.0934,
  "total_charge": 1,
  "e_homo_ev": [-8.67, -8.67]
}

=====

{
  "formula": "C31H46BF16N2O11P",
  "method": "the ωB97M-V functional and the def2-TZVPD basis",
  "elements": ["C", "C", "O", "C", "O", "C", "C", "C", "N", "C", "C", "C", "C", "C", "C", "C", "C", "C", "C", "O", "C", "C", "O", "C", "O", "C", "C", "O", "B", "O", "O", "P", "N", "O", "H", "H", "H", "H", "H", "H", "H", "H", "H", "H", "H", "H", "H", "H", "H", "H", "H", "H", "H", "H", "H", "H", "H", "H", "H", "H", "H", "H", "H", "H", "H", "H", "H", "H", "H", "H", "H", "H", "F", "C", "F", "C", "F", "F", "C", "O", "C", "F", "F", "C", "F", "F", "H", "H", "H", "H", "F", "C", "F", "C", "F", "F", "C", "O", "C", "F", "F", "C", "F", "F", "H", "H", "H", "H"],
  "coordinates": [[-4.259, 3.097, 1.224], [-3.590, 4.314, 1.821], [-2.797, 4.913, 0.794], [-2.026, 5.939, 1.188], [-2.339, 6.677, 2.065], [-0.755, 6.076, 0.417], [0.348, 5.110, 0.873], [-0.152, 3.656, 0.925], [0.866, 2.608, 0.847], [2.009, 2.844, 1.740], [1.626, 3.073, 3.203], [1.974, 1.971, 4.184], [2.014, 2.308, 5.553], [2.285, 1.355, 6.532], [2.515, 0.032, 6.157], [2.488, -0.319, 4.799], [2.217, 0.647, 3.822], [1.338, 2.466, -0.543], [1.270, 1.020, -1.098], [0.344, 0.900, -2.193], [-1.023, 1.094, -1.883], [-1.791, -0.216, -1.773], [-2.792, -0.347, -2.785], [-4.098, -0.094, -2.381], [-4.802, -1.253, -2.044], [-4.613, -1.729, -0.725], [-3.672, -2.916, -0.726], [-3.695, -3.641, 0.494], [2.700, 0.685, -1.741], [3.759, 0.251, -0.958], [2.835, 0.886, -3.074], [1.062, -0.174, 0.314], [-0.563, 0.031, 0.911], [0.938, -1.553, -0.585], [-4.594, 3.328, 0.220], [-5.101, 2.798, 1.836], [-3.540, 2.286, 1.147], [-2.970, 4.024, 2.667], [-4.321, 5.018, 2.200], [-0.403, 7.095, 0.513], [-0.973, 5.898, -0.634], [0.714, 5.417, 1.845], [1.142, 5.173, 0.134], [-0.721, 3.528, 1.843], [-0.875, 3.518, 0.131], [2.630, 3.673, 1.390], [2.644, 1.968, 1.666], [0.568, 3.288, 3.324], [2.149, 3.963, 3.540], [1.832, 3.330, 5.849], [2.306, 1.654, 7.567], [2.711, -0.700, 6.924], [2.660, -1.345, 4.522], [2.198, 0.355, 2.783], [2.363, 2.837, -0.609], [0.757, 3.066, -1.237], [-1.171, 1.694, -0.989], [-1.466, 1.641, -2.714], [-1.117, -1.060, -1.858], [-2.268, -0.253, -0.798], [-4.622, 0.343, -3.224], [-4.129, 0.623, -1.556], [-4.261, -0.934, -0.064], [-5.574, -2.061, -0.340], [-2.662, -2.617, -1.000], [-4.020, -3.586, -1.505], [-3.819, -3.022, 1.217], [3.831, -0.706, -0.929], [3.523, 0.308, -3.421], [-0.475, 0.516, 1.794], [-0.954, -0.886, 1.115], [0.712, -2.293, -0.011], [2.442, -4.695, 3.836], [2.010, -4.204, 2.660], [2.262, -2.874, 2.634], [0.500, -4.385, 2.486], [-0.159, -3.646, 3.399], [0.224, -3.842, 1.253], [-0.066, -5.812, 2.453], [-0.640, -6.307, 3.643], [0.107, -6.936, 4.601], [1.363, -7.182, 4.186], [-0.476, -8.129, 4.844], [0.090, -6.168, 5.925], [0.568, -4.919, 5.754], [0.879, -6.812, 6.811], [2.557, -4.685, 1.844], [-0.905, -5.758, 1.761], [0.646, -6.515, 2.020], [-0.929, -6.114, 6.313], [0.270, -1.368, -8.299], [-0.504, -0.362, -7.845], [-1.072, 0.245, -8.914], [0.318, 0.674, -7.076], [1.189, 1.283, -7.910], [-0.587, 1.612, -6.674], [1.041, 0.215, -5.801], [2.426, -0.080, -5.893], [2.885, -1.318, -6.236], [1.910, -2.239, -6.297], [3.735, -1.709, -5.248], [3.711, -1.284, -7.525], [2.974, -0.815, -8.548], [4.106, -2.544, -7.821], [-1.297, -0.770, -7.212], [1.013, 1.076, -5.136], [0.493, -0.575, -5.288], [4.588, -0.648, -7.391]],
  "smiles": "CCOC(=O)CCCN(CCc1ccccc1)C[C@@](OCCOCOCCO)(B(O)O)P(N)O.FC(F)C(F)(F)COC(F)(F)C(F)F.FC(F)C(F)(F)COC(F)(F)C(F)F",
  "fmax_ha_per_bohr": 0.0283,
  "total_charge": 0,
  "de_lowest_ev": 0.0000,
  "e_homo_ev": -7.94
}

=====

{
  "formula": "C3H6ClN3",
  "method": "the ωB97M-V functional and the def2-TZVPD basis",
  "elements": ["C", "C", "C", "N", "N", "N", "Cl", "H", "H", "H", "H", "H", "H"],
  "coordinates": [[1.631, 0.256, 0.324], [0.791, 1.155, -0.287], [0.965, -1.074, 0.133], [-0.252, -0.626, -0.658], [-0.371, 0.682, -0.846], [-2.563, 1.076, 0.427], [-3.059, -0.328, -0.224], [2.491, 0.404, 0.969], [0.874, 2.272, -0.223], [1.667, -1.794, -0.599], [0.698, -1.560, 1.163], [-1.203, -1.066, -0.533], [-2.745, 1.857, -0.127]],
  "fmax_ha_per_bohr": 0.0629,
  "total_charge": 0,
  "de_lowest_ev": 5.3582,
  "e_homo_ev": [-7.12, -9.42]
}